Computed, not measured: a 16-piece molecular cluster, C78H202N18O26 overall in a non-equilibrium geometry, with ωB97M-V/def2-TZVPD.

## Properties
Calculated total energy in eV: -164199.656
Maximum force in eV/Å: 4.0
Orbital gap in eV: 7.8
Spin multiplicity: 1

```
324
Properties=species:S:1:pos:R:3:lowdin_charge:R:1
C -2.763 -0.372 -4.030 -0.02
C -2.463 0.849 -3.070 -0.40
C -1.883 2.011 -3.847 -0.16
O -1.258 3.091 -3.048 -0.22
C -1.065 4.294 -3.729 -0.10
N -3.689 1.228 -2.373 0.06
H -3.152 -1.188 -3.423 0.06
H -1.977 -0.800 -4.653 0.06
H -3.612 -0.027 -4.620 0.08
H -1.674 0.623 -2.353 0.11
H -2.682 2.379 -4.490 0.12
H -1.088 1.702 -4.525 0.11
H -1.943 4.583 -4.307 0.09
H -0.211 4.194 -4.398 0.07
H -0.683 4.955 -2.951 0.06
H -4.494 1.257 -2.982 0.07
H -3.629 2.157 -1.983 0.06
C 4.845 -2.449 -8.685 -0.05
C 4.007 -1.592 -7.781 -0.44
C 4.038 -0.093 -8.138 -0.14
O 5.404 0.347 -8.371 -0.21
C 6.228 0.488 -7.232 -0.10
N 2.695 -2.161 -7.812 0.06
H 5.911 -2.237 -8.600 0.07
H 4.589 -2.367 -9.741 0.08
H 4.713 -3.492 -8.397 0.08
H 4.297 -1.707 -6.737 0.13
H 3.544 0.526 -7.389 0.09
H 3.524 0.042 -9.089 0.13
H 7.078 1.134 -7.452 0.09
H 6.636 -0.520 -7.151 0.07
H 5.698 0.735 -6.312 0.09
H 2.837 -3.110 -7.499 0.06
H 2.355 -2.343 -8.745 0.05
C 2.630 -0.168 2.630 -0.06
C 3.221 1.183 2.401 -0.38
C 4.526 1.098 1.471 -0.13
O 5.521 0.147 1.957 -0.21
C 6.768 0.362 1.355 -0.14
N 2.267 1.950 1.665 0.03
H 3.416 -0.812 3.025 0.08
H 2.081 -0.575 1.781 0.09
H 1.967 -0.179 3.496 0.07
H 3.520 1.725 3.298 0.13
H 4.951 2.092 1.328 0.09
H 4.333 0.773 0.449 0.12
H 7.365 -0.416 1.831 0.09
H 7.269 1.291 1.626 0.08
H 6.852 0.121 0.295 0.09
H 2.040 1.452 0.816 0.04
H 1.390 1.689 2.092 0.04
C -1.897 -3.977 -4.950 -0.06
C -2.663 -5.084 -4.192 -0.40
C -3.541 -4.738 -2.950 -0.13
O -4.095 -6.053 -2.582 -0.18
C -4.750 -5.964 -1.415 -0.19
N -3.531 -5.700 -5.214 0.02
H -1.218 -3.448 -4.280 0.05
H -2.577 -3.293 -5.459 0.07
H -1.306 -4.431 -5.746 0.06
H -2.058 -5.925 -3.854 0.13
H -4.219 -3.944 -3.262 0.13
H -2.935 -4.366 -2.124 0.10
H -5.343 -5.069 -1.228 0.09
H -3.988 -5.967 -0.635 0.08
H -5.347 -6.848 -1.191 0.09
H -3.109 -6.583 -5.463 0.07
H -4.355 -6.031 -4.734 0.05
C 1.841 -4.923 -5.289 -0.09
O 3.029 -4.731 -6.042 -0.22
C 4.222 -5.264 -5.437 -0.19
C 4.876 -4.500 -4.304 -0.21
N 4.292 -4.740 -2.991 -0.06
C 5.003 -4.172 -1.879 -0.21
C 4.366 -4.589 -0.541 -0.25
O 5.052 -3.925 0.458 -0.18
C 4.583 -2.566 0.644 -0.07
H 1.515 -5.944 -5.489 0.09
H 1.060 -4.163 -5.308 0.07
H 2.110 -4.891 -4.234 0.06
H 4.839 -5.161 -6.329 0.11
H 4.194 -6.315 -5.149 0.13
H 4.959 -3.432 -4.508 0.12
H 5.866 -4.944 -4.206 0.12
H 3.351 -4.381 -3.067 0.05
H 5.077 -3.084 -1.875 0.10
H 6.023 -4.547 -1.791 0.12
H 4.586 -5.646 -0.392 0.12
H 3.290 -4.417 -0.547 0.10
H 3.540 -2.495 0.954 0.08
H 4.884 -1.892 -0.158 0.08
H 5.085 -2.207 1.542 0.07
C -5.480 3.962 4.819 -0.10
O -4.892 4.049 6.095 -0.21
C -4.168 2.945 6.637 -0.17
C -2.882 2.691 5.817 -0.18
N -1.735 3.506 6.320 -0.04
C -0.574 3.290 5.470 -0.20
C 0.364 4.476 5.854 -0.17
O -0.421 5.679 5.674 -0.22
C 0.363 6.839 5.961 -0.09
H -4.883 3.513 4.025 0.05
H -5.607 5.028 4.633 0.10
H -6.463 3.517 4.976 0.09
H -4.797 2.073 6.462 0.10
H -4.007 3.090 7.705 0.13
H -2.944 2.862 4.742 0.09
H -2.624 1.637 5.919 0.09
H -1.937 4.495 6.290 0.10
H -0.744 3.267 4.394 0.10
H -0.023 2.412 5.806 0.10
H 1.258 4.544 5.234 0.11
H 0.614 4.417 6.913 0.12
H 1.069 6.976 5.142 0.07
H 0.848 6.775 6.934 0.09
H -0.209 7.765 5.899 0.08
C -0.286 -2.478 4.831 -0.12
O -0.061 -3.698 4.219 -0.16
C -0.781 -3.756 3.004 -0.20
C -0.597 -5.031 2.153 -0.20
N -0.793 -6.201 2.976 -0.06
C -0.212 -7.351 2.320 -0.21
C -0.081 -8.355 3.453 -0.24
O 0.714 -7.855 4.530 -0.19
C 0.576 -8.590 5.776 -0.09
H 0.331 -2.451 5.729 0.09
H -1.323 -2.369 5.147 0.07
H -0.023 -1.693 4.122 0.06
H -0.608 -2.871 2.393 0.12
H -1.831 -3.728 3.296 0.10
H 0.389 -4.975 1.693 0.10
H -1.289 -5.093 1.313 0.10
H -0.498 -6.090 3.935 0.10
H 0.820 -7.270 1.980 0.12
H -0.858 -7.655 1.496 0.12
H 0.410 -9.263 3.103 0.12
H -1.052 -8.702 3.806 0.12
H -0.344 -8.432 6.340 0.08
H 1.391 -8.322 6.447 0.08
H 0.706 -9.668 5.680 0.08
C -6.395 -4.816 2.771 -0.07
O -5.252 -4.051 3.187 -0.22
C -5.295 -3.639 4.525 -0.26
C -4.156 -2.794 4.907 -0.22
N -4.045 -1.582 4.139 -0.02
C -5.015 -0.549 4.560 -0.16
C -5.343 0.418 3.412 -0.20
O -5.529 -0.232 2.186 -0.26
C -6.775 -0.940 2.134 -0.06
H -7.273 -4.176 2.857 0.08
H -6.521 -5.675 3.431 0.09
H -6.356 -5.164 1.739 0.09
H -5.070 -4.605 4.978 0.13
H -6.282 -3.300 4.838 0.12
H -3.295 -3.449 4.774 0.10
H -4.286 -2.557 5.963 0.14
H -4.312 -1.881 3.211 0.05
H -4.497 -0.068 5.390 0.10
H -5.887 -1.074 4.950 0.10
H -4.554 1.159 3.279 0.10
H -6.212 1.055 3.576 0.12
H -6.811 -1.701 2.913 0.08
H -6.958 -1.239 1.102 0.11
H -7.592 -0.288 2.441 0.10
C 3.955 8.077 3.583 -0.05
O 4.113 6.634 3.907 -0.24
C 4.949 5.848 3.040 -0.20
C 4.171 4.533 2.893 -0.19
N 3.355 4.535 1.675 -0.06
C 2.436 5.667 1.502 -0.16
C 1.370 5.374 0.378 -0.18
O 0.599 6.564 0.317 -0.18
C -0.380 6.478 -0.651 -0.14
H 3.938 8.195 2.500 0.08
H 4.735 8.596 4.141 0.08
H 3.061 8.417 4.107 0.07
H 5.895 5.738 3.569 0.12
H 5.088 6.322 2.069 0.09
H 3.483 4.468 3.736 0.10
H 4.898 3.723 2.956 0.10
H 2.937 3.619 1.595 0.03
H 3.082 6.438 1.082 0.10
H 2.001 6.082 2.411 0.11
H 0.702 4.613 0.782 0.10
H 1.865 5.079 -0.547 0.11
H -0.947 5.556 -0.531 0.07
H 0.019 6.460 -1.666 0.07
H -0.964 7.394 -0.561 0.10
C -1.186 0.547 3.098 -0.05
O -0.205 1.062 2.121 -0.21
C -0.913 1.138 0.870 -0.17
C 0.014 1.734 -0.205 -0.18
N 0.996 0.743 -0.718 -0.04
C 1.595 1.224 -2.015 -0.14
C 2.095 0.055 -2.916 -0.20
O 1.163 -0.427 -3.835 -0.22
C 1.782 -1.138 -4.912 -0.07
H -1.350 -0.518 2.940 0.06
H -2.135 1.084 3.129 0.07
H -0.729 0.581 4.087 0.07
H -1.799 1.769 0.941 0.10
H -1.191 0.152 0.497 0.11
H 0.509 2.651 0.118 0.09
H -0.551 2.019 -1.093 0.08
H 0.685 -0.180 -0.986 0.07
H 2.476 1.807 -1.749 0.08
H 1.033 1.994 -2.542 0.10
H 2.374 -0.775 -2.268 0.11
H 2.935 0.478 -3.466 0.11
H 2.496 -0.492 -5.423 0.07
H 0.935 -1.459 -5.519 0.07
H 2.367 -2.031 -4.698 0.08
C -0.507 -0.358 7.523 -0.11
O -0.658 0.166 8.835 -0.18
C -0.637 1.594 8.808 -0.21
C -0.097 2.061 10.150 -0.26
N 1.323 1.901 10.135 -0.04
C 1.695 1.873 11.532 -0.19
C 1.492 0.414 12.058 -0.22
O 2.421 -0.477 11.468 -0.19
C 2.427 -1.770 12.061 -0.10
H -0.469 -1.439 7.656 0.08
H 0.468 -0.113 7.103 0.10
H -1.387 -0.132 6.920 0.08
H -1.637 1.987 8.625 0.11
H 0.019 2.021 8.050 0.10
H -0.645 1.672 11.008 0.11
H -0.225 3.132 10.303 0.12
H 1.275 0.920 9.897 0.08
H 1.125 2.586 12.128 0.11
H 2.723 2.192 11.701 0.11
H 0.468 0.099 11.854 0.11
H 1.613 0.320 13.137 0.11
H 3.145 -2.396 11.532 0.08
H 1.479 -2.300 11.966 0.09
H 2.809 -1.667 13.077 0.09
C 1.863 -3.753 -10.979 -0.10
O 1.009 -3.690 -9.833 -0.19
C -0.260 -3.196 -10.187 -0.23
C -1.080 -3.069 -8.887 -0.19
N -0.614 -1.978 -8.068 -0.06
C -0.947 -0.619 -8.483 -0.18
C -0.274 0.305 -7.440 -0.22
O -0.218 1.679 -7.711 -0.18
C -1.449 2.323 -7.807 -0.12
H 2.868 -4.015 -10.647 0.08
H 1.848 -2.865 -11.612 0.09
H 1.646 -4.553 -11.687 0.08
H -0.889 -3.916 -10.711 0.12
H -0.283 -2.275 -10.769 0.12
H -1.063 -4.001 -8.322 0.11
H -2.116 -2.844 -9.136 0.12
H 0.383 -2.088 -7.951 0.06
H -2.003 -0.367 -8.581 0.11
H -0.466 -0.378 -9.432 0.11
H 0.733 -0.085 -7.290 0.09
H -0.642 0.223 -6.417 0.10
H -1.347 3.400 -7.936 0.09
H -1.984 2.290 -6.858 0.07
H -2.033 1.913 -8.631 0.08
C 2.854 3.029 -5.568 -0.08
O 3.476 2.957 -4.280 -0.23
C 3.351 4.222 -3.582 -0.20
C 4.116 4.192 -2.256 -0.24
N 5.419 3.745 -2.644 -0.04
C 6.321 3.460 -1.425 -0.12
C 6.413 4.596 -0.379 -0.30
O 7.154 5.614 -0.871 -0.19
C 7.366 6.699 0.106 -0.05
H 1.800 3.106 -5.301 0.07
H 2.912 2.062 -6.068 0.06
H 3.169 3.824 -6.244 0.10
H 2.291 4.282 -3.337 0.10
H 3.758 5.019 -4.204 0.13
H 3.658 3.419 -1.639 0.10
H 3.994 5.193 -1.842 0.12
H 5.433 2.932 -3.243 0.10
H 7.324 3.313 -1.826 0.11
H 5.994 2.529 -0.962 0.09
H 6.892 4.164 0.499 0.12
H 5.439 5.024 -0.141 0.09
H 6.444 7.252 0.286 0.08
H 8.072 7.433 -0.282 0.08
H 7.849 6.222 0.959 0.09
C -9.430 0.362 -2.983 -0.14
O -8.573 0.362 -1.880 -0.18
C -7.693 1.463 -2.033 -0.22
C -6.722 1.341 -0.890 -0.23
N -5.908 2.518 -0.729 -0.05
C -5.147 2.436 0.504 -0.22
C -4.094 3.534 0.547 -0.17
O -3.571 3.603 1.917 -0.22
C -2.654 4.666 2.196 -0.08
H -10.012 1.272 -3.128 0.09
H -10.178 -0.396 -2.751 0.09
H -8.928 0.014 -3.885 0.09
H -8.237 2.407 -2.016 0.13
H -7.151 1.318 -2.968 0.12
H -6.089 0.463 -1.022 0.11
H -7.270 1.218 0.044 0.12
H -6.509 3.328 -0.681 0.12
H -4.570 1.513 0.568 0.09
H -5.699 2.305 1.434 0.11
H -4.502 4.504 0.262 0.12
H -3.365 3.328 -0.237 0.10
H -2.865 5.627 1.726 0.09
H -1.676 4.348 1.835 0.08
H -2.567 4.856 3.266 0.08
C -3.385 -2.064 0.092 -0.74
O -2.485 -2.623 -0.496 0.00
N -4.008 -2.560 1.121 0.20
N -3.788 -0.875 -0.206 0.22
H -3.759 -3.517 1.327 0.12
H -4.788 -2.070 1.536 0.06
H -3.430 -0.377 -1.008 0.07
H -4.388 -0.496 0.513 0.07
C 0.705 -2.900 -1.637 -0.70
O 1.846 -3.052 -2.050 0.01
N 0.077 -3.854 -0.962 0.18
N -0.150 -1.979 -2.048 0.19
H 0.639 -4.692 -0.920 0.11
H -0.882 -3.749 -0.661 0.06
H 0.099 -1.223 -2.670 0.06
H -1.125 -2.074 -1.800 0.07
```